[1]
This record from the OMol25 dataset describes an isolated ion of composition C4H10N5 and charge +1 at a distorted geometry. The level of theory is ωB97M-V/def2-TZVPD.

As for the net charge: +1.

Structure (XYZ):
```
19
C4H10N5, DFT ωB97M-V/def2-TZVPD
C 0.32034 1.38087 0.68398
C 1.65747 -0.13581 -0.54803
C 0.59481 -2.32932 -0.44095
C -0.90605 1.44074 0.13380
N 1.49084 0.97183 0.05742
N 0.66250 -1.09259 -0.75682
N 1.50770 -3.03813 0.26853
N -1.08829 0.91497 -1.20175
N -1.98848 2.23784 0.83578
H 0.62211 1.77516 1.60156
H 2.57389 -0.36306 -1.11657
H -0.25403 -2.87709 -0.71642
H 1.54397 -4.04110 0.29828
H 2.37139 -2.47565 0.46421
H -0.46348 0.03977 -1.15855
H -1.99571 0.51657 -1.33434
H -2.70116 1.53995 0.86910
H -2.27170 2.99408 0.28924
H -1.67611 2.54096 1.77152
```


[2]
This record from the OMol25 dataset describes an isolated ion of composition C4H10NO and charge -1 at a distorted geometry. The level of theory is ωB97M-V/def2-TZVPD.

As for the net charge: -1.

Structure (XYZ):
```
16
C4H10NO, DFT ωB97M-V/def2-TZVPD
C 2.42995 0.15156 -0.32478
C 0.94628 -0.14938 -0.49233
N 0.16329 -0.16997 0.71996
C -1.12019 0.54843 0.80183
C -2.17230 -0.22170 -0.03478
O -2.20438 -1.50780 0.33307
H 2.91557 0.15334 -1.30008
H 2.84723 -0.63832 0.30599
H 2.56747 1.10166 0.19336
H 0.51831 0.57767 -1.20602
H 0.79998 -1.10091 -1.01824
H -0.26086 -1.10866 0.76092
H -0.98283 1.62098 0.61431
H -1.46724 0.42816 1.83337
H -3.10215 0.40550 -0.05835
H -1.87812 -0.09055 -1.12823
```


[3]
This record from the OMol25 dataset describes an isolated ion of composition C4H10NO and charge -1 at a distorted geometry. The level of theory is ωB97M-V/def2-TZVPD.

As for the net charge: -1.

Structure (XYZ):
```
16
C4H10NO, DFT ωB97M-V/def2-TZVPD
C 0.86653 1.33847 -0.97840
N -0.28154 1.19161 -0.08951
C -1.42217 -0.99625 -0.21852
C -0.45980 -0.11308 0.56779
C 0.86086 -0.86434 0.89540
O 1.70910 -0.16520 1.66255
H 0.89688 2.39821 -1.22424
H 0.61953 0.87604 -1.94401
H 1.76896 0.89894 -0.55180
H -0.33386 1.93205 0.58953
H -1.93018 -1.77851 0.35066
H -2.19234 -0.41898 -0.75003
H -0.91074 -1.54369 -1.02422
H -0.97127 0.15707 1.48830
H 0.51136 -1.81553 1.35556
H 1.26868 -1.09679 -0.12907
```


[4]
This record from the OMol25 dataset describes an isolated ion of composition C4H10NO and charge -1 at a distorted geometry. The level of theory is ωB97M-V/def2-TZVPD.

As for the net charge: -1.

Structure (XYZ):
```
16
C4H10NO, DFT ωB97M-V/def2-TZVPD
C 0.70103 -1.79463 -0.42192
N 0.76635 -1.15194 0.95877
C -0.02784 0.05496 1.12991
C 0.00375 1.17576 0.07128
C -1.14726 1.22548 -0.89942
O -1.33091 0.17248 -1.66967
H 1.11639 -2.81565 -0.34587
H 1.46123 -1.24192 -0.97006
H -0.35638 -1.88289 -0.62130
H 1.73793 -1.12752 1.22930
H 0.22396 0.53100 2.08562
H -1.07493 -0.25828 1.22134
H 0.09040 2.19077 0.52160
H 0.93355 1.06920 -0.51509
H -2.08738 1.62289 -0.31943
H -1.00989 2.23030 -1.45506
```


[5]
This record from the OMol25 dataset describes a 2-piece molecular cluster, C4H10NO overall at a distorted geometry. The level of theory is ωB97M-V/def2-TZVPD.

As for the net charge: -1.

Structure (XYZ):
```
16
C4H10NO, DFT ωB97M-V/def2-TZVPD
C 1.13756 -2.69312 -1.26441
C -0.84964 1.71615 1.76163
N -2.13678 2.04060 1.60280
C -1.14640 1.27253 0.28188
C 0.30929 0.74333 -0.24163
O 0.26172 0.28179 -1.47757
H 1.03962 -3.15735 -2.24272
H 0.53112 -3.18766 -0.50511
H 0.84585 -1.62433 -1.31176
H -0.06556 2.49017 1.80172
H -0.55756 0.84774 2.38391
H 2.17765 -2.73631 -0.92846
H -1.76942 0.39408 0.17572
H -1.38486 2.04698 -0.43408
H 0.61025 -0.03431 0.49194
H 0.99716 1.59972 -0.09387
```


[6]
This record from the OMol25 dataset describes an isolated ion of composition C4H10NO and charge -1 at a distorted geometry. The level of theory is ωB97M-V/def2-TZVPD.

As for the net charge: -1.

Structure (XYZ):
```
16
C4H10NO, DFT ωB97M-V/def2-TZVPD
C -2.14684 0.08803 0.00004
N -0.86265 -0.12028 0.81787
C 0.55761 -0.72449 -1.27482
C 0.40349 0.28782 -0.03609
C 1.69274 0.32215 0.89525
O 2.86078 0.52790 0.18074
H -2.17464 -0.76596 -0.73676
H -3.06230 0.35333 0.57700
H -2.16492 0.95331 -0.65769
H -0.45524 -0.00951 1.89308
H 1.59288 -0.75240 -1.59361
H -0.07371 -0.39106 -2.13070
H 0.08732 -1.63938 -0.83046
H 0.50237 1.31535 -0.34436
H 1.73493 -0.61508 1.62510
H 1.50817 1.17027 1.61543
```


[7]
This record from the OMol25 dataset describes an isolated ion of composition C4H10NO and charge +1 at a distorted geometry. The level of theory is ωB97M-V/def2-TZVPD.

As for the net charge: +1.

Structure (XYZ):
```
16
C4H10NO, DFT ωB97M-V/def2-TZVPD
C -1.01885 -0.78370 0.57357
C 0.50472 -0.25702 0.41730
C 1.49107 -0.83254 -0.65356
C 0.46768 1.24475 0.30844
N -0.50619 1.82541 -0.26229
O -2.06608 -0.58558 -0.37375
H -1.07710 -1.77832 0.77666
H -1.31945 -0.28446 1.40684
H 2.14012 -1.63821 -0.22883
H 2.04636 -0.04538 -0.94034
H 0.82289 -1.28954 -1.49054
H 1.25324 1.93037 0.79853
H 1.02892 -0.23712 1.43665
H -1.29746 1.14564 -0.62523
H -1.75406 -1.22705 -1.00632
H -0.71579 2.81273 -0.13714
```


[8]
This record from the OMol25 dataset describes a 2-piece molecular cluster, C4H10NO overall at a distorted geometry. The level of theory is ωB97M-V/def2-TZVPD.

As for the net charge: +1.

Structure (XYZ):
```
16
C4H10NO, DFT ωB97M-V/def2-TZVPD
C 1.67264 0.69191 0.89236
C 0.64457 0.30671 -0.17272
C 0.24889 1.11943 -1.13953
C 0.27397 -1.94748 0.68194
N -0.16992 -0.85611 0.20164
H 2.16881 -0.17845 1.31920
H 2.36426 1.34438 0.35538
H 1.11835 1.28400 1.61565
H -0.61079 0.89810 -1.75573
H 0.98773 1.77288 -1.58336
H -0.29834 -2.85175 0.53182
H 1.34605 -2.09829 0.83658
H -1.11524 -0.86013 -0.22386
H -2.69533 1.18756 -0.34536
H -3.24965 -0.05170 -0.96091
O -2.68601 0.23893 -0.25307
```


no.,Kohn-Sham gap (eV),electronic energy (a.u.),LUMO level (eV)
1,8.7,-431.89290,-3.41
2,6.6,-288.36858,4.12
3,6.6,-288.36722,4.38
4,6.4,-288.34240,4.30
5,7.5,-288.24961,4.27
6,6.2,-288.29994,3.89
7,10.8,-288.08661,-4.68
8,9.4,-288.10018,-5.17